# 1
{"formula": "C24H66As3F27N5O7P", "method": "ωB97M-V/def2-TZVPD", "species": ["C", "C", "C", "O", "C", "N", "H", "H", "H", "H", "H", "H", "H", "H", "H", "H", "H", "H", "C", "C", "C", "O", "C", "N", "H", "H", "H", "H", "H", "H", "H", "H", "H", "H", "H", "H", "C", "C", "C", "O", "C", "N", "H", "H", "H", "H", "H", "H", "H", "H", "H", "H", "H", "H", "C", "C", "C", "O", "C", "N", "H", "H", "H", "H", "H", "H", "H", "H", "H", "H", "H", "H", "C", "C", "C", "O", "C", "N", "H", "H", "H", "H", "H", "H", "H", "H", "H", "H", "H", "H", "As", "F", "F", "F", "F", "F", "F", "As", "F", "F", "F", "F", "F", "F", "As", "F", "F", "F", "F", "F", "F", "C", "O", "O", "C", "F", "F", "F", "C", "C", "H", "H", "H", "H", "H", "H", "P", "F", "F", "F", "F", "F", "F"], "positions_angstrom": [[0.9931, 1.7561, -4.9791], [1.5084, 2.0931, -3.6089], [2.0651, 3.4995, -3.4886], [0.9672, 4.3502, -3.7189], [1.0792, 5.6966, -3.2456], [0.4448, 1.9671, -2.5823], [0.8896, 2.2976, -1.6607], [-0.3483, 2.5746, -2.7504], [0.1488, 1.0231, -2.3283], [0.2854, 2.4545, -5.3853], [0.5042, 0.7499, -5.0667], [1.8442, 1.6890, -5.6538], [2.2357, 1.3065, -3.3150], [2.8540, 3.6154, -4.2155], [2.5238, 3.7900, -2.5592], [1.0108, 5.7477, -2.1456], [0.1745, 6.2222, -3.6699], [1.9393, 6.2587, -3.6097], [0.0469, -5.2598, -1.6571], [-0.6356, -4.3533, -2.7165], [-2.1183, -4.7054, -3.0026], [-2.5130, -3.9555, -4.1884], [-3.8373, -4.0679, -4.5533], [-0.4494, -2.9601, -2.4789], [-0.8505, -2.4763, -3.2491], [-0.8228, -2.7558, -1.5599], [1.3724, -1.6680, -2.6557], [1.1177, -5.0586, -1.6394], [-0.1329, -6.3282, -1.8328], [-0.3409, -4.9310, -0.7075], [-0.2277, -4.5139, -3.7249], [-2.7479, -4.4037, -2.1265], [-2.1539, -5.7927, -3.2367], [-3.8413, -3.7025, -5.5821], [-4.5222, -3.4199, -3.9568], [-4.1815, -5.0851, -4.4379], [5.6885, 2.3155, 2.3576], [4.3015, 1.9556, 2.8158], [3.4079, 3.1004, 3.0949], [3.6203, 4.0604, 2.0415], [2.6887, 5.1067, 2.0523], [3.6376, 1.1847, 1.7120], [4.0979, 0.3313, 1.3682], [2.7301, 0.7739, 2.0607], [3.2960, 1.7051, 0.8746], [5.7235, 2.9452, 1.4893], [6.2638, 1.4483, 2.1368], [6.3015, 2.7271, 3.1242], [4.1760, 1.2750, 3.6689], [3.6684, 3.5791, 4.0851], [2.3300, 2.8611, 3.1962], [1.6267, 4.7456, 1.9311], [2.9256, 5.8787, 1.3270], [2.7896, 5.6061, 3.0144], [-4.4947, 3.4188, 2.8676], [-4.5986, 2.1659, 1.9828], [-5.6763, 2.2060, 0.9460], [-5.6748, 0.9673, 0.2843], [-5.6000, 0.9766, -1.1293], [-3.2017, 1.8794, 1.4147], [-2.5126, 1.6838, 2.1464], [-3.2519, 1.0402, 0.8608], [-2.9891, 2.7554, 0.8510], [-4.1121, 3.2878, 3.8822], [-5.5222, 3.7533, 2.9464], [-3.8747, 4.2100, 2.3746], [-4.8020, 1.3136, 2.5682], [-5.5082, 3.0045, 0.2162], [-6.6363, 2.4293, 1.4830], [-6.2826, 1.7447, -1.5440], [-5.9057, -0.0365, -1.3772], [-4.6204, 1.2855, -1.5615], [0.7901, -3.2104, 2.6136], [0.1502, -3.6697, 3.8983], [1.1001, -3.6083, 5.0845], [0.5070, -4.4226, 6.1033], [1.2769, -4.6257, 7.2559], [-1.0828, -2.8155, 4.2852], [-1.8364, -2.8298, 3.6020], [-1.3688, -3.1259, 5.2201], [-0.6626, -1.8702, 4.4171], [0.1450, -3.0327, 1.7434], [1.4226, -4.0556, 2.2912], [1.4595, -2.3782, 2.7766], [-0.2688, -4.6712, 3.7354], [1.2363, -2.5249, 5.4042], [2.0624, -4.0716, 4.7531], [2.2096, -4.9949, 6.8861], [0.8270, -5.4140, 7.7736], [1.4561, -3.7644, 7.8873], [-3.0892, -2.8449, 1.0150], [-4.6051, -3.4874, 1.5607], [-2.8902, -4.1828, -0.0375], [-1.5960, -2.2588, 0.4312], [-3.0066, -1.5265, 2.1268], [-2.2564, -3.7648, 2.2105], [-3.8829, -1.8091, -0.1336], [-2.4416, 4.5044, -1.7961], [-1.8863, 5.0376, -3.4106], [-4.1051, 4.6080, -2.2419], [-3.0060, 4.0495, -0.2207], [-0.8477, 4.3461, -1.2033], [-2.4125, 6.1574, -1.2997], [-2.2762, 2.8876, -2.2410], [-0.5001, 1.3623, 5.1113], [-1.2214, 1.5520, 3.5762], [-1.6378, 2.5855, 5.7476], [0.2783, 1.1649, 6.6951], [0.5191, 0.1249, 4.4465], [0.6447, 2.6238, 4.6378], [-1.5895, 0.0627, 5.4219], [3.0476, -1.0792, -3.5568], [3.3742, -2.3053, -4.1507], [1.7054, -0.8892, -3.0413], [3.9944, -0.8309, -2.3503], [3.5520, -1.4491, -1.3001], [5.3198, -1.0605, -2.6014], [3.9792, 0.5146, -2.0386], [3.3031, -2.4675, -5.6635], [2.9039, -3.8978, -5.9909], [3.7749, -4.4725, -5.7112], [2.1743, -4.2856, -5.2473], [2.5553, -4.0972, -6.9850], [4.2892, -2.0730, -5.9214], [2.5316, -1.8020, -6.0784], [3.2498, -0.2573, -4.2222], [0.5645, 0.4322, 0.6465], [1.6421, -0.6619, 1.2353], [-0.5392, -0.2537, 1.5399], [1.0022, 1.4413, 1.8000], [-0.3391, 1.5827, 0.1140], [1.7932, 1.0273, -0.3064], [0.2149, -0.5613, -0.5706]], "mulliken_charge": [-1.56, 2.03, -0.98, -0.26, -0.82, 0.76, -0.07, 0.30, 0.08, 0.42, 0.27, 0.46, -1.32, 0.55, 0.48, 0.24, 0.21, 0.41, -1.28, 0.29, -0.60, -0.30, -0.71, 0.28, 0.22, -0.31, 0.11, 0.30, 0.42, 0.18, 0.11, 0.20, 0.40, 0.23, 0.22, 0.32, -1.66, 0.25, 0.02, -0.39, -0.75, 0.43, 0.42, -0.33, 0.10, 0.34, 0.49, 0.44, 0.49, 0.53, -0.21, 0.25, 0.26, 0.34, -1.20, 0.13, -0.77, -0.37, -0.52, 0.92, -0.17, 0.25, 0.46, 0.31, 0.41, 0.26, 0.49, 0.39, 0.30, 0.40, 0.24, 0.10, -1.03, 0.29, -0.62, -0.33, -0.83, 0.20, 0.23, 0.45, -0.07, -0.02, 0.43, 0.24, 0.33, 0.30, 0.44, 0.36, 0.29, 0.29, 2.28, -0.47, -0.50, -0.52, -0.51, -0.56, -0.53, 1.96, -0.51, -0.48, -0.79, -0.47, -0.52, -0.55, 1.88, -0.90, -0.51, -0.52, -0.50, -0.51, -0.54, -0.33, -0.38, -0.25, 0.90, -0.17, -0.33, -0.30, -0.20, -1.06, 0.32, 0.15, 0.39, 0.40, 0.23, 0.46, 1.61, -0.71, -0.11, -0.62, -0.41, -0.23, -0.49], "charge": 0, "homo_lumo_gap_ev": 8.82, "max_force_ha_per_bohr": 0.0734, "e_lumo_ev": -0.12, "mol_weight_g_mol": 1305.506, "e_above_lowest_kcal_mol": 1.58, "energy_ha": -11500.10961}


# 2
{"formula": "C24H66AsF6N9O6P2", "method": "ωB97M-V/def2-TZVPD", "species": ["C", "O", "C", "C", "N", "H", "H", "C", "C", "O", "C", "H", "H", "H", "H", "H", "H", "H", "H", "H", "H", "H", "H", "H", "H", "As", "F", "F", "F", "F", "F", "F", "C", "O", "N", "C", "C", "H", "H", "H", "H", "H", "H", "H", "C", "O", "N", "C", "C", "H", "H", "H", "H", "H", "H", "H", "O", "P", "N", "C", "C", "N", "C", "C", "N", "C", "C", "H", "H", "H", "H", "H", "H", "H", "H", "H", "H", "H", "H", "H", "H", "H", "H", "H", "H", "O", "P", "N", "C", "C", "N", "C", "C", "N", "C", "C", "H", "H", "H", "H", "H", "H", "H", "H", "H", "H", "H", "H", "H", "H", "H", "H", "H", "H"], "positions_angstrom": [[9.0447, -0.4386, 3.3782], [8.1309, 0.5780, 3.0624], [6.9151, 0.3515, 3.8569], [5.9707, 1.5987, 4.1540], [5.8256, 2.4010, 2.8548], [6.6865, 2.9012, 2.6855], [5.7921, 1.6562, 2.1735], [4.5804, 3.2303, 2.6007], [4.6469, 3.9878, 1.2113], [5.8971, 4.6081, 1.0632], [6.1294, 5.7929, 1.9056], [9.9430, -0.4409, 2.7608], [8.6500, -1.4401, 3.2069], [9.4205, -0.2470, 4.3833], [7.1282, 0.0269, 4.8754], [6.3977, -0.4781, 3.3751], [6.3975, 2.3859, 4.7756], [4.9679, 1.3006, 4.4599], [4.5338, 3.8911, 3.4664], [3.7606, 2.5265, 2.7442], [3.9522, 4.8185, 1.0869], [4.3968, 3.4353, 0.3056], [5.2514, 6.4357, 1.8415], [7.0830, 6.2943, 1.7404], [6.4254, 5.6642, 2.9467], [1.8573, -3.5536, 0.3789], [3.4539, -2.6012, 0.1679], [1.9054, -3.8834, -1.3689], [0.3080, -4.4454, 0.4510], [1.8820, -3.0108, 2.0587], [0.9379, -2.0636, 0.0029], [2.8460, -5.0028, 0.7719], [-0.5843, -4.4660, 9.5892], [-0.8471, -3.7948, 10.5644], [-1.2454, -5.5977, 9.2961], [-1.0415, -6.3202, 7.9788], [-2.4386, -6.0079, 10.1521], [0.0620, -4.2526, 8.7238], [-1.9713, -6.7926, 7.6618], [-0.2870, -7.1068, 7.9696], [-0.8829, -5.6583, 7.1274], [-3.1744, -6.6423, 9.6578], [-2.1228, -6.8168, 10.8110], [-2.7193, -5.2547, 10.8882], [6.9437, -2.4781, -7.5317], [7.7807, -3.2959, -7.9318], [7.0542, -1.1677, -7.7813], [6.1885, -0.1532, -7.2592], [8.4144, -0.6093, -8.0545], [5.9307, -2.6894, -7.1557], [6.2847, 0.1428, -6.2146], [5.1225, -0.3193, -7.4151], [6.4470, 0.7887, -7.7430], [8.9208, -0.3043, -7.1388], [9.1217, -1.3630, -8.4005], [8.4513, 0.1775, -8.8080], [-3.2804, 5.6473, 4.2714], [-4.4053, 4.7106, 4.0920], [-4.7420, 4.4182, 2.4647], [-3.9505, 4.7598, 1.3318], [-6.0087, 3.7587, 2.1201], [-5.7712, 5.4643, 4.7969], [-7.0226, 4.6756, 4.8874], [-5.9570, 7.0081, 4.5417], [-4.1944, 3.1803, 4.9245], [-3.4752, 2.1142, 4.2043], [-4.2228, 3.2044, 6.3975], [-4.1720, 5.8195, 1.2053], [-4.1249, 4.1553, 0.4417], [-2.8766, 4.7198, 1.5141], [-5.8914, 2.8199, 2.6614], [-5.8921, 3.5209, 1.0628], [-6.8919, 4.3815, 2.2623], [-7.5075, 4.8637, 5.8453], [-7.7332, 5.0314, 4.1413], [-6.7583, 3.6456, 4.6481], [-6.3883, 7.5297, 5.3961], [-5.0117, 7.5479, 4.4859], [-6.6487, 7.3051, 3.7535], [-3.5811, 2.2130, 3.1240], [-2.4536, 2.3675, 4.4878], [-3.6102, 1.0865, 4.5415], [-4.0467, 2.2123, 6.8132], [-5.0312, 3.8285, 6.7786], [-3.3330, 3.7854, 6.6397], [-5.1093, -3.0443, -8.6597], [-3.9934, -2.8665, -7.6660], [-2.5371, -3.6659, -8.0806], [-1.2619, -3.5655, -7.4036], [-2.5328, -4.6016, -9.2221], [-4.3004, -3.4337, -6.0460], [-5.3263, -4.3859, -5.9425], [-3.3970, -3.3511, -4.8954], [-3.6235, -1.2013, -7.4616], [-4.2743, -0.2388, -6.5774], [-2.4713, -0.7081, -8.2150], [-1.4016, -2.6317, -6.8589], [-0.3987, -3.4383, -8.0568], [-1.0163, -4.4777, -6.8598], [-2.2947, -5.5643, -8.7697], [-1.9128, -4.5389, -10.1164], [-3.5383, -4.6705, -9.6372], [-5.5844, -4.4900, -4.8886], [-6.1880, -4.0361, -6.5110], [-5.0347, -5.3491, -6.3611], [-4.0374, -3.2909, -4.0154], [-2.7778, -4.2480, -4.8775], [-2.7414, -2.4812, -4.8549], [-4.3342, 0.8107, -6.8657], [-5.3177, -0.5443, -6.5001], [-3.6939, -0.2129, -5.6550], [-1.5632, -0.9261, -7.6529], [-2.6536, 0.3454, -8.4274], [-2.2270, -1.2652, -9.1194]], "mulliken_charge": [-0.76, -0.32, -0.60, -0.68, -0.23, 0.42, 0.37, -0.70, -0.52, -0.38, -0.72, 0.27, 0.32, 0.32, 0.45, 0.49, 0.41, 0.34, 0.42, 0.47, 0.40, 0.34, 0.33, 0.31, 0.26, 1.99, -0.56, -0.48, -0.49, -0.48, -0.50, -0.48, 0.15, -0.60, 0.05, -0.93, -0.90, 0.29, 0.31, 0.27, 0.38, 0.32, 0.34, 0.32, 0.17, -0.59, 0.04, -0.86, -1.01, 0.29, 0.34, 0.32, 0.29, 0.36, 0.32, 0.32, -0.87, 0.43, 0.28, -1.01, -0.94, 0.07, -1.17, -1.04, 0.26, -1.02, -0.97, 0.35, 0.36, 0.28, 0.42, 0.40, 0.11, 0.30, 0.33, 0.46, 0.37, 0.34, 0.31, 0.29, 0.42, 0.27, 0.33, 0.25, 0.36, -0.83, 0.44, 0.23, -0.95, -1.08, 0.29, -1.02, -0.98, 0.24, -0.99, -1.01, 0.24, 0.30, 0.29, 0.36, 0.29, 0.31, 0.35, 0.31, 0.29, 0.40, 0.31, 0.27, 0.37, 0.29, 0.31, 0.34, 0.34, 0.31], "charge": 0, "homo_lumo_gap_ev": 6.81, "max_force_ha_per_bohr": 0.0711, "e_lumo_ev": -1.09, "mol_weight_g_mol": 827.707, "energy_ha": -5415.86147}